Entry 1:
Molecular formula: C2H4N2
Method: DFT, wB97M-V/def2-TZVPD

XYZ file:
```
8
Properties=species:S:1:pos:R:3:forces:R:3:nbo_charge:R:1
C -1.4146 0.1756 0.1128 -2.30 -0.86 -0.41 0.248
C -0.0016 0.3439 -0.0792 2.46 5.44 -0.08 -0.302
N -2.5483 -0.0799 0.1247 1.62 0.58 0.27 -0.299
N 0.7821 -0.8226 -0.0095 0.16 -0.70 0.49 -0.828
H 0.2316 0.8889 -1.1223 -0.99 -1.35 2.18 0.248
H 0.3952 1.3868 0.7164 -1.23 -3.06 -1.96 0.168
H 1.0252 -1.1465 0.9403 0.02 0.37 -1.13 0.385
H 1.5303 -0.7462 -0.6832 0.28 -0.43 0.64 0.381
```
Forces are in eV/Å.

Results
- HOMO: -9.991 eV
- Total charge: 0
- 2S+1: 1
- Molecular weight: 56.07 g/mol
- Energy above the lowest of the compared OMol25 structures with the same formula, charge and spin: 1.623 eV
- Orbital gap: 10.59 eV



Entry 2:
Molecular formula: C3H8O2S
Method: DFT, wB97M-V/def2-TZVPD

XYZ file:
```
14
Properties=species:S:1:pos:R:3:forces:R:3:nbo_charge:R:1
O 1.0336 -1.7144 0.8525 -0.50 0.00 -0.21 -0.471
C -0.1150 -1.6791 1.2455 1.31 0.13 0.90 0.324
C -1.2233 -1.0498 0.5527 -0.45 1.88 -0.55 -0.051
C -1.0245 -0.5722 -0.7847 -0.03 -0.40 -2.12 -0.589
S -0.8864 1.3407 -0.7554 -0.36 -1.51 1.88 -0.061
H -0.3584 -2.1256 2.2189 -0.15 -0.21 0.01 0.136
H 1.5872 3.6781 0.0733 0.03 0.01 0.00 0.013
H -2.1607 -1.0853 1.1180 0.11 0.47 -0.61 0.229
H -0.0880 -0.9432 -1.2024 -0.11 0.00 0.12 0.245
H -1.8184 -0.6938 -1.5266 -0.05 -0.39 0.55 0.256
H 0.8928 3.7500 0.3231 -0.01 0.03 0.01 -0.013
H 2.1413 -0.0870 -0.0038 0.07 -0.22 0.07 0.472
H 1.3725 1.2027 -0.1543 0.01 0.10 -0.03 0.473
O 2.2744 0.8581 -0.1031 0.12 0.12 -0.01 -0.963
```
Forces are in eV/Å.

Results
- HOMO: -9.391 eV
- Total charge: 0
- 2S+1: 1
- Molecular weight: 108.16 g/mol
- Energy above the lowest of the compared OMol25 structures with the same formula, charge and spin: 4.897 eV
- Orbital gap: 5.84 eV



Entry 3:
Molecular formula: C2HN3O2S
Method: DFT, wB97M-V/def2-TZVPD

XYZ file:
```
9
Properties=species:S:1:pos:R:3:forces:R:3:nbo_charge:R:1
O -2.9018 0.1192 -0.1608 -1.63 -4.52 0.66 -0.594
C -1.6027 -0.0527 -0.0764 -0.38 0.83 0.30 0.527
N -1.0160 1.1915 0.0084 0.31 1.62 -0.02 -0.127
N 0.2033 1.3067 0.1869 0.64 -1.24 -0.05 -0.090
C 0.9315 0.0749 0.1177 2.70 -1.03 -0.81 0.231
S 2.5864 -0.0196 -0.1149 -2.13 0.65 0.49 0.015
O 0.2868 -1.1294 0.1007 0.94 0.70 0.47 -0.302
N -1.0812 -1.1897 0.0971 -0.33 -0.27 -0.25 -0.160
H -3.1777 -0.8979 0.0230 -0.13 3.26 -0.79 0.500
```
Forces are in eV/Å.

Results
- HOMO: -9.462 eV
- Total charge: 0
- SMILES: Oc1nnc(=S)on1
- 2S+1: 1
- Molecular weight: 131.12 g/mol
- Energy above the lowest of the compared OMol25 structures with the same formula, charge and spin: 3.637 eV
- Orbital gap: 7.39 eV



Entry 4:
Molecular formula: C4H10N2O
Method: DFT, wB97M-V/def2-TZVPD

XYZ file:
```
17
Properties=species:S:1:pos:R:3:forces:R:3:nbo_charge:R:1
C -1.1573 0.3241 -1.2470 0.01 0.14 -0.05 -0.642
C 0.1614 -0.1426 -0.6543 -1.03 -2.38 0.58 -0.101
C 0.0103 -1.3119 0.4371 1.26 0.45 -2.35 0.238
N 1.1322 -2.2308 0.2617 -0.58 -0.14 0.51 -0.846
O 0.1751 -0.4046 1.5150 0.96 2.11 -1.69 -0.452
N 0.7938 0.6353 0.3956 -0.82 -0.53 2.84 -0.117
C 0.1624 1.8880 0.7402 0.11 0.50 0.12 -0.446
H -1.9283 0.4606 -0.4843 0.11 0.01 -0.06 0.213
H -1.0367 1.2618 -1.7985 -0.07 -0.07 0.07 0.213
H -1.5261 -0.4229 -1.9560 0.13 0.02 0.09 0.228
H 0.8761 -0.4135 -1.4382 -0.08 0.18 0.08 0.199
H -0.9529 -1.8365 0.4526 0.30 -0.04 0.21 0.171
H 1.2376 -2.7956 1.1031 -0.14 -0.06 -0.17 0.360
H 2.0060 -1.7116 0.1916 -0.29 0.14 -0.05 0.364
H 0.6853 2.3361 1.5888 -0.03 -0.13 -0.10 0.215
H -0.8960 1.7838 0.9992 0.10 -0.02 -0.10 0.195
H 0.2571 2.5804 -0.1067 0.05 -0.19 0.06 0.209
```
Forces are in eV/Å.

Results
- HOMO: -9.289 eV
- Total charge: 0
- SMILES: C[C@@H]1[C@@H](N)ON1C
- 2S+1: 1
- Molecular weight: 102.14 g/mol
- Energy above the lowest of the compared OMol25 structures with the same formula, charge and spin: 3.907 eV
- Orbital gap: 10.37 eV



Entry 5:
Molecular formula: C5H11NPSc
Method: DFT, wB97M-V/def2-TZVPD

XYZ file:
```
19
Properties=species:S:1:pos:R:3:forces:R:3:nbo_charge:R:1
C -0.8101 0.6118 -1.3574 0.87 0.30 0.05 -0.433
C -1.2366 1.8001 -2.0461 0.06 -0.26 1.69 -0.322
C -0.2738 2.8027 -1.7608 0.14 -0.44 -1.13 -0.301
C 0.8877 2.2172 -1.2116 -0.79 -0.80 1.20 -0.335
C 0.5432 0.8657 -0.8733 -0.66 0.15 -0.16 -0.425
Sc -0.9972 -1.1174 1.2661 -0.39 1.16 -1.01 0.877
P -0.0386 -3.3446 0.5662 0.47 -1.55 -0.30 -0.134
H -1.3370 -0.3630 -1.2789 0.31 0.42 -0.57 0.152
H -2.1646 1.9315 -2.6044 0.21 0.01 0.43 0.203
H -0.4039 3.8610 -1.9846 0.19 -0.31 -0.26 0.199
H 1.2015 0.1002 -0.4394 -0.08 0.28 -0.26 0.169
H 1.8298 2.7222 -0.9716 -0.49 -0.23 -0.07 0.201
H 1.2385 -3.7590 0.0127 -0.72 0.34 0.35 0.043
H -0.8551 -4.1968 -0.2661 0.47 0.09 0.38 0.002
H 0.0048 -4.1501 1.7689 -0.14 0.30 -0.72 0.048
N 0.4172 -0.1279 2.6536 0.55 0.33 0.57 -1.164
H 1.3303 -0.5865 2.5740 -0.32 0.39 0.14 0.409
H 0.1539 -0.1012 3.6456 0.18 0.02 -0.44 0.403
H 0.5098 0.8340 2.3072 0.14 -0.21 0.12 0.409
```
Forces are in eV/Å.

Results
- HOMO (spin up / spin down): -6.298 / -5.809 eV
- Total charge: 0
- 2S+1: 1
- Molecular weight: 161.08 g/mol
- Energy above the lowest of the compared OMol25 structures with the same formula, charge and spin: 0.241 eV
- Orbital gap (spin up / spin down): 5.72 / 5.52 eV



Entry 6:
Molecular formula: C6H10
Method: DFT, wB97M-V/def2-TZVPD

XYZ file:
```
16
Properties=species:S:1:pos:R:3:forces:R:3:nbo_charge:R:1
C 2.3642 -0.6026 0.4133 0.00 0.01 -0.03 -0.856
C -0.0178 0.5063 -1.3402 -0.32 0.05 0.05 0.071
C -0.8750 -0.6499 -0.9137 0.10 -0.01 -0.04 -0.576
C -1.6277 -0.2773 0.3650 -0.05 0.03 0.08 -0.493
C -1.2968 1.1655 0.5056 0.02 -0.04 -0.05 -0.011
C -0.4270 1.5751 -0.4418 0.05 -0.01 -0.07 -0.396
H 1.6439 -0.7581 1.2248 0.09 0.04 -0.20 0.200
H 3.1425 0.0833 0.7580 -0.09 -0.12 -0.05 0.214
H 2.8116 -1.5613 0.1366 -0.04 0.14 0.08 0.212
H 1.8720 -0.1741 -0.4715 0.20 -0.12 0.29 0.233
H -1.5739 -0.8274 -1.7437 0.09 0.07 -0.03 0.263
H -0.3084 -1.5827 -0.8250 0.04 0.15 -0.10 0.247
H -1.2502 -0.8402 1.2227 -0.04 0.00 0.08 0.236
H -2.7031 -0.4567 0.3164 -0.07 0.04 0.09 0.230
H -1.6990 1.8067 1.2849 -0.04 -0.10 0.01 0.209
H -0.0554 2.5935 -0.4914 0.04 -0.12 -0.10 0.216
```
Forces are in eV/Å.

Results
- HOMO: -8.097 eV
- Total charge: 0
- 2S+1: 1
- Molecular weight: 82.15 g/mol
- Energy above the lowest of the compared OMol25 structures with the same formula, charge and spin: 3.485 eV
- Orbital gap: 7.82 eV



no.,calculated total energy (a.u.)
1,-188.0587
2,-667.6010
3,-789.5983
4,-343.0579
5,-1353.7341
6,-234.4745